The following is a quantum chemistry calculation of a cluster of 2 separate species, C4H10O2 in total, from OMol25.

Electronic energy, hartree: -308.8629
HOMO energy, eV: -11.3
SMILES: O=CO.CCC
Energy relative to the best compared isomer or geometry (same formula, charge and spin), kJ/mol: 92.6
HOMO-LUMO gap, hartree: 0.443

Element x y z (Å)
O  1.120  1.883  2.079
C  1.421  1.705  0.947
O  2.377  0.813  0.461
H  1.082  2.064  -0.019
H  2.534  0.278  1.277
C  -1.649  -0.055  -1.017
C  -1.163  -1.393  -1.494
C  -1.808  -2.520  -0.689
H  -2.726  -0.155  -0.834
H  -1.350  0.780  -1.677
H  -1.186  0.288  -0.105
H  -0.081  -1.446  -1.430
H  -1.314  -1.525  -2.591
H  -2.866  -2.746  -0.883
H  -1.370  -3.499  -0.914
H  -1.469  -2.367  0.345

Here are the natural (NBO) charges for atoms 1 to 4, given in e:
1. O -0.549
2. C 0.647
3. O -0.695
4. H 0.117

The following is a quantum chemistry calculation of a structure of composition C27H43BF6IrN6O7S5SeSi, from OMol25.

Electronic energy, hartree: -7320.2755
HOMO energy (alpha / beta), eV: -7.7 / -7.9
Energy relative to the best compared isomer or geometry (same formula, charge and spin), kJ/mol: 292.0
Multiplicity: 2
HOMO-LUMO gap (alpha / beta), hartree: 0.191 / 0.208

Element x y z (Å)
Ir  -0.103  0.545  0.446
F  4.384  0.380  2.963
C  3.297  -0.169  3.493
F  2.605  0.773  4.128
F  3.664  -1.098  4.372
S  2.244  -0.957  2.176
O  2.052  0.094  1.189
O  2.955  -2.118  1.772
N  0.922  -1.307  2.966
S  -0.276  -0.305  2.979
O  0.037  1.100  2.827
O  -1.434  -0.736  2.232
C  -0.856  -0.532  4.724
F  0.047  -0.098  5.593
F  -1.985  0.162  4.893
F  -1.106  -1.817  4.951
C  2.003  -2.156  -2.345
N  0.599  -2.082  -2.697
C  0.069  -2.094  -3.958
C  -1.267  -1.910  -3.819
N  -1.556  -1.787  -2.485
B  -3.066  -1.653  -2.055
N  -3.335  -1.374  -0.541
C  -4.079  -2.220  0.241
C  -4.478  -1.546  1.348
N  -3.971  -0.277  1.240
C  -4.121  0.799  2.197
C  -3.246  -0.206  0.105
S  -2.348  1.190  -0.360
C  -0.407  -1.884  -1.812
S  -0.123  -1.829  -0.114
H  2.562  -2.523  -3.203
H  2.148  -2.831  -1.505
H  2.372  -1.171  -2.055
H  0.671  -2.240  -4.837
H  -2.041  -1.850  -4.563
H  -3.521  -0.742  -2.688
H  -3.594  -2.703  -2.304
H  -4.284  -3.231  -0.059
H  -5.068  -1.858  2.192
H  -4.744  0.457  3.019
H  -4.576  1.664  1.719
H  -3.147  1.092  2.584
Se  -0.046  1.263  -2.663
C  1.546  1.691  -3.648
C  2.286  0.720  -4.313
C  3.419  1.109  -5.014
N  3.844  2.365  -5.089
C  3.121  3.293  -4.467
C  1.973  3.012  -3.745
H  1.985  -0.318  -4.291
H  4.022  0.372  -5.535
H  3.485  4.311  -4.553
H  1.414  3.797  -3.259
C  -0.433  7.101  -0.398
C  -1.124  5.739  -0.396
C  -2.592  5.884  -0.015
C  -0.988  5.059  -1.750
O  -0.540  4.913  0.624
Si  0.872  4.174  0.903
S  1.197  2.436  -0.351
O  2.080  5.167  0.465
C  3.511  5.085  0.482
C  3.980  4.124  1.571
C  3.989  4.617  -0.889
C  4.014  6.496  0.766
O  0.882  3.746  2.458
C  0.323  4.402  3.617
C  0.942  3.713  4.826
C  -1.196  4.233  3.626
C  0.697  5.885  3.609
H  -0.851  7.735  -1.181
H  0.635  6.969  -0.567
H  -0.570  7.595  0.566
H  -3.115  6.491  -0.755
H  -2.684  6.365  0.960
H  -3.059  4.898  0.030
H  -1.493  5.631  -2.530
H  -1.413  4.056  -1.713
H  0.070  4.973  -1.995
H  3.593  3.120  1.381
H  3.616  4.454  2.545
H  5.069  4.084  1.601
H  3.594  3.624  -1.108
H  5.078  4.580  -0.914
H  3.645  5.307  -1.662
H  3.647  6.836  1.736
H  3.657  7.189  0.003
H  5.104  6.512  0.778
H  0.575  2.691  4.907
H  0.700  4.256  5.740
H  2.027  3.677  4.715
H  -1.440  3.176  3.538
H  -1.634  4.768  2.784
H  -1.614  4.621  4.556
H  1.782  6.001  3.640
H  0.260  6.386  4.473
H  0.321  6.356  2.701

Here are the Mulliken charges for atoms 1 to 4, given in e:
1. Ir 2.162
2. F -0.201
3. C 0.411
4. F -0.168

The following is a quantum chemistry calculation of a structure of composition C15H37GeMnN2OSi3, from OMol25.

Electronic energy, hartree: -4873.9612
Net charge: +3
HOMO energy (alpha / beta), eV: -17.1 / -17.1
Multiplicity: 6
HOMO-LUMO gap (alpha / beta), hartree: 0.224 / 0.195

Element x y z (Å)
Mn  -0.238  0.018  -0.219
O  1.869  0.022  -0.108
C  2.506  1.306  0.010
C  1.485  2.393  -0.156
C  1.925  3.705  -0.229
C  1.009  4.724  -0.415
C  -0.335  4.390  -0.546
C  -0.703  3.072  -0.433
N  0.176  2.066  -0.230
H  2.564  -0.652  -0.091
H  3.278  1.418  -0.754
H  2.984  1.403  0.989
H  2.981  3.927  -0.142
H  1.345  5.751  -0.469
H  -1.079  5.151  -0.738
H  -1.742  2.780  -0.499
C  -5.019  0.292  -2.525
Si  -3.208  0.743  -2.386
C  -1.833  -0.452  -2.956
C  -2.753  2.448  -3.021
Ge  -2.601  0.115  0.112
Si  -3.665  -2.324  0.578
C  -5.523  -2.121  0.653
C  -2.732  -2.587  2.207
C  -3.218  -3.545  -0.786
Si  -3.492  1.802  2.222
C  -5.289  1.295  2.131
C  -2.261  1.026  3.411
C  -3.188  3.616  1.902
H  -5.343  0.441  -3.559
H  -5.629  0.948  -1.902
H  -5.233  -0.741  -2.255
H  -1.660  -0.339  -4.029
H  -2.063  -1.502  -2.767
H  -0.881  -0.197  -2.461
H  -3.019  2.487  -4.082
H  -1.683  2.643  -2.950
H  -3.293  3.260  -2.533
H  -5.877  -1.443  1.427
H  -5.941  -3.109  0.872
H  -5.941  -1.802  -0.301
H  -3.426  -2.506  3.046
H  -1.932  -1.866  2.368
H  -2.307  -3.593  2.258
H  -3.495  -3.189  -1.779
H  -3.806  -4.450  -0.604
H  -2.176  -3.868  -0.820
H  -5.478  0.341  2.623
H  -5.651  1.242  1.103
H  -5.887  2.051  2.650
H  -2.644  0.108  3.856
H  -2.041  1.717  4.230
H  -1.321  0.806  2.901
H  -3.640  3.977  0.977
H  -2.129  3.872  1.902
H  -3.652  4.176  2.722
N  -0.038  -2.116  0.012
H  0.482  -2.443  -0.804
H  -0.844  -2.733  0.094
H  0.549  -2.331  0.819

Here are the natural (NBO) charges for atoms 1 to 4, given in e:
1. Mn 1.423
2. O -0.818
3. C -0.115
4. C 0.212

The following is a quantum chemistry calculation of the molecule C2H5NO, from OMol25.

Electronic energy, hartree: -209.1964
HOMO energy, eV: -9.9
SMILES: CC(N)=O
Energy relative to the best compared isomer or geometry (same formula, charge and spin), kJ/mol: 68.2
HOMO-LUMO gap, hartree: 0.395

Element x y z (Å)
C  0.862  -0.260  0.663
C  0.048  0.467  -0.392
N  -1.231  -0.060  -0.630
O  0.332  1.595  -0.742
H  0.319  -1.125  1.075
H  1.780  -0.623  0.122
H  0.929  0.494  1.437
H  -1.517  0.287  -1.540
H  -1.521  -0.774  0.007

Here are the natural (NBO) charges for atoms 1 to 4, given in e:
1. C -0.720
2. C 0.675
3. N -0.872
4. O -0.601

The following is a quantum chemistry calculation of the molecule C5H9FIN, from OMol25.

Electronic energy, hartree: -648.0728
HOMO energy (alpha / beta), eV: -7.2 / -6.6
Energy relative to the best compared isomer or geometry (same formula, charge and spin), kJ/mol: 322.1
HOMO-LUMO gap (alpha / beta), hartree: 0.292 / 0.260

Element x y z (Å)
C  0.590  0.725  0.325
C  -0.906  1.053  0.057
C  1.099  -0.436  -0.537
C  -1.903  0.119  0.599
C  -0.824  -2.069  -0.377
N  0.495  -1.736  -0.165
F  -1.319  -3.047  0.400
I  -3.859  0.088  -0.074
H  1.227  1.522  -0.113
H  0.758  0.670  1.487
H  -1.033  1.974  0.489
H  -1.044  1.190  -0.949
H  0.833  -0.373  -1.575
H  2.122  -0.494  -0.536
H  -2.031  0.157  1.703
H  -1.212  -2.003  -1.309
H  0.505  -2.057  0.854

Here are the natural (NBO) charges for atoms 1 to 4, given in e:
1. C -0.392
2. C -0.499
3. C -0.207
4. C -0.480

The following is a quantum chemistry calculation of a cluster of 2 separate species, C2H8NS in total, from OMol25.

Electronic energy, hartree: -533.9581
Net charge: -1
HOMO energy, eV: -2.2
Energy relative to the best compared isomer or geometry (same formula, charge and spin), kJ/mol: 34.1
HOMO-LUMO gap, hartree: 0.218

Element x y z (Å)
N  3.181  1.384  -1.966
H  2.772  0.810  -1.228
H  2.934  2.335  -1.703
H  2.577  1.170  -2.759
C  -0.197  0.479  1.844
C  -0.934  0.400  0.502
S  -1.335  -1.288  -0.015
H  0.446  1.364  1.872
H  0.370  -0.424  2.050
H  -0.907  0.656  2.653
H  -0.311  0.846  -0.269
H  -1.793  1.077  0.581

Here are the natural (NBO) charges for atoms 1 to 4, given in e:
1. N -1.070
2. H 0.370
3. H 0.347
4. H 0.354

The following is a quantum chemistry calculation of a structure of composition C30H42CaF19LiNNa2O15PS, from OMol25.

Electronic energy, hartree: -5997.8523
HOMO energy, eV: -4.6
HOMO-LUMO gap, hartree: 0.041

Element x y z (Å)
C  1.161  -0.959  0.641
C  0.636  0.140  -0.257
O  1.298  1.388  0.101
C  0.980  -0.082  -1.741
C  0.687  1.179  -2.532
C  1.791  2.116  -2.953
C  3.181  1.713  -2.671
C  3.411  0.579  -3.705
C  4.102  1.090  -4.947
F  4.032  -0.494  -3.122
C  1.523  3.248  -3.667
C  0.171  3.549  -4.045
N  -0.853  2.631  -3.642
C  -0.557  1.506  -2.918
C  -1.731  0.629  -2.591
C  -2.654  0.384  -3.786
C  -1.797  -0.186  -4.906
F  -1.436  0.820  -5.744
F  -0.618  -0.685  -4.398
C  -2.434  -1.229  -5.841
F  -3.604  -0.784  -6.264
F  -1.617  -1.264  -6.958
C  -2.476  -2.690  -5.342
F  -3.210  -3.403  -6.188
F  -1.194  -3.147  -5.471
C  -2.917  -2.997  -3.892
F  -2.257  -2.283  -2.986
F  -2.580  -4.256  -3.660
C  -4.468  -3.008  -3.615
F  -4.934  -4.188  -4.003
F  -5.147  -2.079  -4.331
C  -4.728  -2.785  -2.113
F  -4.358  -1.540  -1.747
F  -3.983  -3.648  -1.451
C  -6.193  -2.949  -1.604
F  -6.971  -3.730  -2.328
F  -6.087  -3.541  -0.368
C  -6.962  -1.599  -1.369
F  -8.282  -1.945  -1.225
F  -6.900  -0.817  -2.408
F  -6.620  -1.008  -0.242
H  1.269  -0.554  1.647
H  0.433  -1.760  0.723
H  2.136  -1.327  0.337
H  -0.419  0.310  -0.091
H  2.214  1.126  0.241
H  0.420  -0.943  -2.091
H  2.032  -0.352  -1.767
H  3.892  2.512  -2.899
H  3.301  1.279  -1.666
H  2.429  0.223  -4.004
H  3.435  1.723  -5.535
H  4.310  0.215  -5.570
H  5.028  1.590  -4.663
H  2.333  3.922  -3.977
H  -0.144  4.435  -4.585
H  -1.787  2.849  -3.912
H  -2.282  1.135  -1.795
H  -1.486  -0.347  -2.207
H  -3.379  -0.373  -3.506
H  -3.242  1.238  -4.096
O  -1.615  -3.437  -0.097
P  -0.935  -4.728  -0.561
O  -0.518  -4.562  -2.018
O  -1.904  -5.894  -0.410
O  0.291  -5.022  0.291
C  -1.158  3.691  2.738
C  -1.201  3.010  1.383
O  -1.694  1.669  1.494
H  -0.522  3.131  3.423
H  -0.772  4.708  2.654
H  -2.155  3.736  3.182
H  -0.200  2.954  0.956
H  -1.841  3.568  0.690
H  -2.578  1.719  1.867
Ca  3.294  2.849  -0.253
F  3.530  -1.588  -5.465
Na  -7.870  -3.218  0.925
C  6.551  2.429  2.961
O  5.291  1.873  3.316
C  5.427  0.712  4.129
C  5.202  1.064  5.583
O  6.193  1.955  6.031
C  5.726  3.308  6.033
H  6.378  3.438  2.587
H  7.222  2.488  3.819
H  7.021  1.833  2.169
H  6.409  0.256  3.984
H  4.669  -0.014  3.811
H  5.259  0.150  6.186
H  4.204  1.496  5.720
H  5.073  3.469  6.895
H  5.186  3.540  5.112
H  6.577  3.976  6.116
Li  0.384  -1.914  -5.943
C  -3.804  -4.092  3.533
O  -4.469  -3.428  4.614
C  -4.282  -4.004  5.808
O  -3.632  -4.989  6.016
O  -4.946  -3.291  6.716
C  -4.830  -3.794  8.052
H  -4.034  -3.528  2.631
H  -2.727  -4.099  3.673
H  -4.173  -5.110  3.421
H  -3.792  -3.783  8.376
H  -5.236  -4.801  8.119
H  -5.410  -3.129  8.685
O  8.789  6.704  8.407
S  7.897  6.384  7.284
O  6.619  5.836  7.778
O  8.539  5.380  6.412
O  7.624  7.618  6.522
Na  1.280  3.379  -5.963

Here are the Mulliken charges for atoms 1 to 4, given in e:
1. C -1.676
2. C 0.287
3. O -0.391
4. C -0.861

The following is a quantum chemistry calculation of a structure of composition C9H28KO9S2, from OMol25.

Electronic energy, hartree: -2432.9548
Net charge: +1
HOMO energy, eV: -13.3
Energy relative to the best compared isomer or geometry (same formula, charge and spin), kJ/mol: 68.9
HOMO-LUMO gap, hartree: 0.376

Element x y z (Å)
K  16.397  18.805  6.643
C  13.362  21.446  8.238
O  14.418  20.721  7.571
H  12.470  20.842  8.146
H  13.619  21.660  9.275
H  13.202  22.415  7.757
H  15.255  21.132  7.797
C  18.439  15.918  6.563
O  17.166  16.128  5.944
H  19.225  15.983  5.807
H  18.632  16.659  7.338
H  18.504  14.937  7.033
H  16.735  15.293  5.747
C  19.383  18.766  9.319
O  18.011  18.840  8.933
H  19.542  19.214  10.303
H  19.648  17.716  9.395
H  20.037  19.272  8.605
H  17.773  19.771  8.983
O  14.250  17.241  5.388
S  13.088  16.440  5.176
O  12.887  15.255  5.923
O  11.868  17.415  5.427
C  10.557  16.837  5.572
C  9.523  17.818  5.063
C  12.913  16.104  3.447
H  10.359  16.575  6.615
H  10.487  15.883  5.044
H  9.336  18.672  5.707
H  8.565  17.291  4.981
H  9.765  18.120  4.043
H  13.683  15.398  3.151
H  12.976  17.058  2.935
H  11.932  15.647  3.331
O  15.653  15.567  8.923
S  14.682  15.439  9.963
O  15.092  15.122  11.281
O  13.887  16.814  10.085
C  13.559  17.428  8.834
C  12.147  17.981  8.857
C  13.440  14.325  9.396
H  13.728  16.744  8.001
H  14.297  18.216  8.652
H  11.988  18.534  7.929
H  12.046  18.684  9.683
H  11.409  17.185  8.919
H  12.453  14.773  9.376
H  13.414  13.498  10.106
H  13.771  13.960  8.430

Here are the natural (NBO) charges for atoms 1 to 4, given in e:
1. K 0.972
2. C -0.248
3. O -0.759
4. H 0.195

The following is a quantum chemistry calculation of the molecule C7H8N4O2S, from OMol25.

Electronic energy, hartree: -1039.0625
HOMO energy, eV: -9.0
SMILES: Cc1nc(SCCC#N)c([N+](=O)[O-])[nH]1
Energy relative to the best compared isomer or geometry (same formula, charge and spin), kJ/mol: 323.0
HOMO-LUMO gap, hartree: 0.290

Element x y z (Å)
C  -2.625  -1.323  -2.598
C  -1.402  -0.834  -1.858
N  -1.414  0.043  -0.947
C  -0.044  0.424  -0.720
S  0.382  1.722  0.433
C  1.179  0.859  1.824
C  0.177  1.134  3.022
C  0.454  2.478  3.682
N  0.685  3.417  4.204
C  0.821  -0.463  -1.228
N  2.196  -0.737  -1.187
O  2.596  -1.844  -1.700
O  2.784  -0.020  -0.439
N  -0.089  -1.224  -1.969
H  -3.161  -0.456  -2.944
H  -2.342  -2.070  -3.401
H  -3.298  -1.660  -1.930
H  1.382  -0.216  1.686
H  2.098  1.386  2.021
H  -0.927  1.171  2.787
H  0.320  0.307  3.756
H  0.228  -2.093  -2.494

Here are the natural (NBO) charges for atoms 1 to 4, given in e:
1. C -0.649
2. C 0.413
3. N -0.466
4. C 0.007

The following is a quantum chemistry calculation of the molecule C4H4N2S, from OMol25.

Electronic energy, hartree: -662.4632
HOMO energy, eV: -9.3
SMILES: Sc1ccncn1
Energy relative to the best compared isomer or geometry (same formula, charge and spin), kJ/mol: 163.8
HOMO-LUMO gap, hartree: 0.348

Element x y z (Å)
S  2.146  -1.291  0.451
C  0.755  -0.423  0.012
C  -0.342  -0.886  0.596
C  -1.428  -0.116  0.377
N  -1.586  0.884  -0.470
C  -0.365  1.283  -0.876
N  0.881  0.813  -0.685
H  3.152  -0.220  0.344
H  -0.311  -1.776  1.061
H  -2.451  -0.373  0.913
H  -0.451  2.105  -1.723

Here are the natural (NBO) charges for atoms 1 to 4, given in e:
1. S 0.054
2. C 0.063
3. C -0.366
4. C 0.124

The following is a quantum chemistry calculation of a structure of composition AlH14O7, from OMol25.

Electronic energy, hartree: -776.0552
Net charge: +3
HOMO energy, eV: -19.5
Energy relative to the best compared isomer or geometry (same formula, charge and spin), kJ/mol: 757.9
HOMO-LUMO gap, hartree: 0.061

Element x y z (Å)
Al  -0.786  -0.266  -0.211
O  0.106  -5.017  -2.222
H  0.880  -5.575  -2.296
H  -0.631  -5.627  -2.235
O  2.588  3.202  -1.818
H  2.329  4.099  -2.031
H  3.535  3.188  -1.951
O  4.133  -1.611  -1.284
H  4.877  -1.076  -1.561
H  4.244  -2.438  -1.755
O  -2.588  3.414  -3.395
H  -2.424  3.670  -4.303
H  -3.432  3.813  -3.182
O  -1.915  4.293  1.996
H  -1.214  4.596  2.573
H  -2.387  5.090  1.754
O  1.087  -4.183  2.535
H  1.922  -4.645  2.466
H  0.489  -4.824  2.918
O  -3.380  -0.115  4.358
H  -3.445  0.712  4.835
H  -3.987  -0.701  4.809

Here are the natural (NBO) charges for atoms 1 to 4, given in e:
1. Al 0.999
2. O -0.710
3. H 0.495
4. H 0.498

Among the records above, which one has the lowest electronic energy?
C27H43BF6IrN6O7S5SeSi